No. 1
Here is a structure of composition C4H7NO from OMol25. Energies are from ωB97M-V/def2-TZVPD.

```
13
Properties=species:S:1:pos:R:3:forces:R:3:lowdin_charge:R:1
C -1.6464 -0.4232 0.3790 0.082 0.156 0.002 -0.0560
C -0.4199 -0.0677 -0.4537 -0.012 -0.345 -0.215 -0.2433
C 1.0939 1.4301 0.0158 -0.047 -0.369 -0.228 0.1384
C 1.7591 0.1260 0.1430 -0.246 0.078 -0.048 -0.6012
O 2.9113 -0.0863 0.4494 -0.139 -0.047 -0.100 0.0480
N 0.7578 -0.7924 -0.1349 0.148 -0.162 0.155 0.0492
H -1.9163 -1.4745 0.1924 0.179 0.223 -0.029 0.0883
H -1.4462 -0.3168 1.4495 0.038 0.022 -0.152 0.0879
H -2.5198 0.1826 0.1190 0.209 -0.036 -0.017 0.0806
H -0.6483 0.0155 -1.5175 0.224 0.193 0.090 0.1299
H 1.4377 2.0099 -0.8521 -0.452 -0.091 0.131 0.0698
H -0.1214 1.1415 0.0126 0.039 0.367 0.304 0.0620
H 0.7586 -1.7446 0.1975 -0.022 0.013 0.106 0.1462
```
Positions in Å, forces in eV/Å.

For the largest force on an atom, the calculation gives 0.009 hartree/bohr. As for the calculated total energy: -286.47689 hartree. As for the frontier orbital gap: 8.750 eV. Its energy above the lowest of the compared OMol25 structures with the same formula, charge and spin is 406.3 kJ/mol. The calculation puts the HOMO energy at -8.79 eV. The net charge is 0.

---

No. 2
Here is a structure of composition C31H27Cl3N3O6PdS2 in a non-equilibrium geometry from OMol25. Energies are from ωB97M-V/def2-TZVPD.

```
73
Properties=species:S:1:pos:R:3:forces:R:3:lowdin_charge:R:1
Pd 2.1635 -1.1139 -0.3911 0.249 1.850 -1.874 1.0309
O 4.4552 -4.8729 1.0312 0.435 -0.634 -0.167 0.1706
C 4.0185 -3.7221 0.5712 -0.786 0.854 0.635 -0.4446
O 3.2050 -3.0236 1.1519 0.693 -0.974 -0.089 -0.0197
C 4.6181 -3.2699 -0.7101 0.325 0.018 -0.517 -0.1600
C 5.6529 -3.8969 -1.3921 -0.363 0.127 0.272 0.0347
C 6.1229 -3.3010 -2.5594 -0.095 0.182 -0.016 -0.0082
C 5.6004 -2.0825 -2.9666 -0.187 -0.157 0.186 0.0446
C 4.5891 -1.5135 -2.1945 -0.116 0.817 -0.367 -0.1449
N 4.0987 -2.1160 -1.1347 -0.098 -0.560 0.667 0.0944
C 3.9901 -0.0909 -2.4313 1.643 -2.487 -1.788 -0.6061
O 4.1855 0.4377 -3.5029 -0.181 0.489 0.376 0.1048
O 3.3804 0.3475 -1.4161 -2.565 -0.236 2.446 -0.0661
H 4.0409 -5.1158 1.8750 -0.082 0.300 -0.124 0.1536
H 6.0698 -4.8161 -1.0112 0.018 -0.068 -0.029 0.1257
H 6.8998 -3.7872 -3.1294 0.087 0.018 -0.048 0.1202
H 5.9338 -1.5669 -3.8538 0.064 0.049 -0.034 0.1299
C 2.2142 4.2324 1.6371 0.117 0.066 -0.067 -0.0268
C 2.0646 2.7478 1.6409 -0.259 -0.204 -0.188 -0.2384
C 1.0794 2.1373 0.8698 0.262 -0.023 0.129 -0.0166
C 0.8388 0.7759 0.9719 -0.321 -0.187 0.207 -0.1244
C 1.6210 -0.0033 1.8342 -0.291 -0.319 -0.142 -0.4184
C 2.6686 0.5801 2.5392 0.145 -0.022 0.115 -0.0592
C 2.8760 1.9459 2.4436 -0.057 -0.336 0.088 -0.0080
S 1.0955 -1.7333 2.1234 -0.198 1.851 2.423 0.9786
C -0.4082 -1.2999 3.0773 0.460 -0.430 -0.367 -0.2064
O 0.5517 -2.1165 0.7812 0.485 -0.401 -2.169 -0.5647
H 1.4395 4.6932 1.0302 -0.012 0.107 0.007 0.0790
H 3.1847 4.5116 1.2352 0.119 0.097 -0.087 0.0931
H 2.1595 4.6326 2.6490 -0.056 0.006 0.025 0.0924
H 0.4587 2.7351 0.2204 -0.109 0.072 -0.055 0.1212
H -0.0397 0.3492 0.4941 0.207 0.014 -0.047 0.0884
H 3.2928 -0.0274 3.1792 0.060 -0.028 0.071 0.1196
H 3.6610 2.4000 3.0298 0.094 0.048 0.042 0.1261
H -1.1113 -0.8130 2.4130 0.042 0.043 -0.137 -0.0056
H -0.1374 -0.6446 3.8979 0.186 0.050 0.106 0.0722
H -0.8402 -2.2200 3.4562 -0.037 -0.126 0.038 0.0504
Cl -1.7459 5.4340 2.7017 0.067 0.160 0.084 0.7111
C -2.2007 4.0930 1.7227 -0.066 -0.341 -0.101 -0.6685
C -1.9247 2.8036 2.1482 -0.055 0.223 0.012 -0.0996
C -2.3167 1.7467 1.3525 -0.100 0.091 -0.113 -0.0460
C -2.9447 1.9260 0.1265 -0.167 -0.177 -0.034 -0.1651
C -3.4304 0.7047 -0.6241 0.237 0.097 -0.142 -0.2836
C -2.8725 0.5221 -2.0588 -0.956 -0.098 0.213 -0.0564
N -1.4518 0.3061 -2.1433 0.320 -0.293 0.171 -0.0500
C -0.5558 1.1618 -2.7156 0.570 0.180 -0.219 -0.0291
C 0.6658 0.5573 -2.6541 -0.263 0.400 -0.125 -0.1119
N 0.5284 -0.6556 -2.0374 0.215 -0.148 0.596 0.0142
C -0.7577 -0.7816 -1.7587 0.021 -0.170 0.125 -0.1503
O -4.8422 0.7553 -0.7587 0.232 0.046 -0.387 -0.1087
C -5.5735 -0.0532 0.1529 -0.108 -0.133 0.251 -0.1322
C -5.1188 -1.4736 0.0152 0.293 0.167 0.371 -0.3334
C -4.2623 -2.1134 0.8641 -0.249 -0.436 -0.270 -0.9638
Cl -3.8024 -1.5839 2.4296 0.012 -0.004 0.085 0.7169
S -3.6699 -3.6092 0.2188 -0.282 0.453 0.061 1.0022
C -4.5794 -3.3552 -1.2210 0.160 -0.072 0.204 -0.3875
C -5.2937 -2.2056 -1.1871 0.088 -0.205 0.014 -0.1330
C -3.2258 3.2332 -0.2716 0.223 -0.021 0.436 -0.5698
Cl -4.0833 3.5609 -1.7277 -0.111 0.232 -0.222 0.7904
C -2.8665 4.3100 0.5268 0.030 0.033 -0.097 -0.1120
H -1.4365 2.6340 3.0934 0.074 0.011 0.139 0.1130
H -2.1712 0.7415 1.7119 0.042 -0.148 -0.011 0.0673
H -3.1357 -0.1792 -0.0388 0.027 0.211 -0.162 0.1194
H -3.1281 1.4001 -2.6524 0.092 -0.223 -0.006 0.0918
H -3.3916 -0.3446 -2.4779 0.029 0.126 -0.013 0.1400
H -0.8615 2.0995 -3.1301 -0.078 0.213 -0.108 0.1280
H 1.6111 0.9017 -3.0288 0.082 0.129 0.052 0.0962
H -1.2028 -1.6519 -1.3129 -0.143 -0.058 0.206 0.1316
H -6.6158 0.0564 -0.1526 0.086 0.017 0.138 0.1422
H -5.4527 0.3126 1.1807 -0.061 -0.065 -0.112 0.1200
H -4.5291 -4.0850 -2.0026 -0.041 -0.195 -0.214 0.0692
H -5.9343 -1.8611 -1.9770 -0.108 0.022 -0.261 0.1260
H -3.1212 5.3132 0.2267 0.008 0.110 -0.084 0.1093
```
Positions in Å, forces in eV/Å.

For the largest force on an atom, the calculation gives 0.069 hartree/bohr. As for the calculated total energy: -4117.81574 hartree. As for the frontier orbital gap (spin up / spin down): 6.470 / 6.468 eV. Its energy above the lowest of the compared OMol25 structures with the same formula, charge and spin is 152.3 kJ/mol. The calculation puts the HOMO energy (spin up / spin down) at -11.39 / -11.39 eV. The net charge is +1.

---

No. 3
Here is a structure of composition C4H7GaO3 in a non-equilibrium geometry from OMol25. Energies are from ωB97M-V/def2-TZVPD.

```
15
Properties=species:S:1:pos:R:3:forces:R:3:lowdin_charge:R:1
O 2.6984 0.7132 0.0104 0.459 1.842 0.007 0.0599
C 3.4231 -0.2654 -0.0339 1.262 -2.120 0.376 0.1831
H 4.5174 -0.1425 0.0028 -0.248 0.235 -0.219 0.1708
H 3.0059 -1.2870 -0.0363 0.090 0.227 -0.122 0.1506
O -0.5532 1.7424 0.0437 1.424 1.837 0.034 -0.1014
C -1.8219 1.2533 -0.0901 -2.836 -1.357 -0.303 -0.1955
C -1.9982 -0.2269 0.1242 -0.173 -1.600 -0.476 -0.1245
O -1.4503 -0.8748 1.1791 1.529 2.206 0.598 0.0385
C -0.5673 -1.1742 0.0713 -0.951 -1.442 0.524 -0.0658
Ga 0.9405 0.9666 0.1774 -1.906 -2.178 0.171 1.0900
H -2.2538 1.4250 -1.1014 0.624 0.327 0.399 0.1737
H -2.5370 1.7244 0.6204 0.546 0.038 -0.193 0.1813
H -2.9603 -0.6372 -0.2078 0.534 -0.172 -0.307 0.1864
H -0.0221 -0.9568 -0.8504 0.124 2.054 -0.218 0.1151
H -0.4213 -2.2601 0.0906 -0.477 0.102 -0.270 0.1378
```
Positions in Å, forces in eV/Å.

For the largest force on an atom, the calculation gives 0.061 hartree/bohr. As for the calculated total energy: -2306.18312 hartree. As for the frontier orbital gap (spin up / spin down): 6.740 / 6.739 eV. Its energy above the lowest of the compared OMol25 structures with the same formula, charge and spin is 349.2 kJ/mol. The calculation puts the HOMO energy (spin up / spin down) at -17.79 / -17.79 eV. The net charge is +2.

---

No. 4
Here is the ion C12H14NO with charge +1 in a non-equilibrium geometry from OMol25. Energies are from ωB97M-V/def2-TZVPD.

```
28
Properties=species:S:1:pos:R:3:forces:R:3:lowdin_charge:R:1
C 1.7196 2.3059 -1.1212 0.750 0.835 -0.530 -0.0365
N 1.2776 1.0183 -0.6724 -0.410 -2.204 -0.338 -0.0126
C 1.7060 0.2363 0.7000 -0.042 -1.918 -2.689 -0.0588
C 1.9713 -1.2300 0.4639 0.928 0.273 0.239 -0.0208
C 1.2247 -2.1588 -0.1626 -0.694 -1.508 -0.713 -0.1499
O 0.7241 -3.0744 -0.7079 1.277 2.454 1.384 0.2200
C 0.3400 0.7670 0.5620 -0.334 -1.282 -1.006 -0.3278
C -0.0320 1.8824 1.4845 1.460 2.326 1.830 0.0060
C -0.7688 -0.2460 0.1390 2.092 1.587 -0.968 -0.1976
C -1.2763 -0.1904 -1.1669 -0.577 0.617 0.028 -0.0210
C -2.2946 -1.1067 -1.3407 -1.278 -0.443 -2.520 -0.0829
C -2.7673 -1.9971 -0.4064 0.018 -1.423 0.887 -0.0490
C -2.1144 -2.1412 0.8106 0.903 1.624 -0.658 -0.0169
C -1.0821 -1.2525 1.0328 -0.363 1.808 -0.185 -0.0654
H 2.0801 2.2073 -2.1662 0.621 0.045 0.980 0.1234
H 0.8805 2.9158 -1.2526 -1.586 1.067 -0.062 0.0730
H 2.3442 2.8610 -0.4138 0.398 -0.517 -0.355 0.1153
H 1.1665 0.3908 -1.5684 -0.166 0.958 2.935 0.2129
H 2.4866 0.8457 1.1500 -0.256 -0.345 0.331 0.1584
H 2.9797 -1.6307 0.7166 -0.829 0.379 -0.246 0.1399
H 0.0740 2.8744 0.9813 -0.583 -0.664 0.159 0.0921
H 0.7473 2.0557 2.3947 -1.795 -0.910 -2.047 0.1501
H -1.0455 1.7829 1.9224 0.652 0.026 -0.491 0.1066
H -1.0528 0.5893 -1.9884 -0.192 -1.410 1.622 0.1537
H -2.8297 -1.2582 -2.3035 0.645 0.798 0.490 0.1302
H -3.5956 -2.6475 -0.6924 0.236 0.206 0.198 0.1240
H -2.2617 -2.7459 1.6471 -1.107 -1.497 0.644 0.1057
H -0.6012 -1.0534 1.9587 0.231 -0.884 1.082 0.1280
```
Positions in Å, forces in eV/Å.

Its SMILES is C[N@H+]1[C@H](C=C=O)[C@]1(C)c1ccccc1. For the largest force on an atom, the calculation gives 0.064 hartree/bohr. As for the calculated total energy: -595.29735 hartree. As for the frontier orbital gap: 9.898 eV. Its energy above the lowest of the compared OMol25 structures with the same formula, charge and spin is 104.1 kJ/mol. The calculation puts the HOMO energy at -12.94 eV. The net charge is +1.

---

No. 5
Here is a cluster of 2 separate species, Br2H4P2Si in total in a non-equilibrium geometry from OMol25. Energies are from ωB97M-V/def2-TZVPD.

```
9
Properties=species:S:1:pos:R:3:forces:R:3:mulliken_spin:R:1
Si -0.8001 -0.2217 0.7068 0.362 0.977 0.266 0.6809
P 0.1011 1.7315 -2.4277 -0.732 1.869 0.821 1.0337
P 1.1373 -1.3540 1.1534 -0.590 0.478 0.737 0.1480
Br -2.8016 -1.0722 0.3126 -0.069 -0.477 -0.005 0.0896
Br -1.1168 1.1131 2.5069 0.140 -0.274 -0.222 0.0695
H 0.6410 2.8277 -1.5529 -0.703 -0.970 -0.817 -0.0184
H 1.3475 1.2116 -2.4491 1.487 -0.814 -0.162 -0.0171
H 0.3157 -2.2871 1.8564 0.338 -0.264 -0.326 0.0151
H 1.1759 -1.9488 -0.1063 -0.232 -0.527 -0.292 -0.0014
```
Positions in Å, forces in eV/Å.

The multiplicity is 3. For the largest force on an atom, the calculation gives 0.042 hartree/bohr. As for the calculated total energy: -6122.57652 hartree. As for the frontier orbital gap (spin up / spin down): 7.813 / 8.102 eV. Its energy above the lowest of the compared OMol25 structures with the same formula, charge and spin is 0.0 kJ/mol. The calculation puts the HOMO energy (spin up / spin down) at -7.49 / -10.36 eV. The net charge is 0.

---

No. 6
Here is a structure of composition C13H34N4O8Zr in a non-equilibrium geometry from OMol25. Energies are from ωB97M-V/def2-TZVPD.

```
60
Properties=species:S:1:pos:R:3:forces:R:3:lowdin_charge:R:1
Zr -14.3458 -18.5713 -17.7626 0.179 0.607 0.583 1.8727
O -12.8894 -19.9939 -17.2971 0.118 0.191 -0.197 -0.4677
H -11.9382 -20.0689 -17.0871 -1.194 0.389 -0.160 -0.0159
O -14.2744 -18.6703 -19.8659 0.333 0.032 -0.243 -0.4651
H -14.5153 -19.0300 -20.7418 0.113 0.240 1.356 -0.0110
O -16.3407 -18.1734 -17.8168 -0.861 -0.183 0.099 -0.4592
H -17.2385 -18.1672 -18.2022 1.305 -0.090 0.384 0.0005
C -13.6187 -16.2893 -15.2145 -0.800 -0.901 -0.521 -0.2901
O -13.8715 -17.4637 -15.8841 -0.213 -1.500 -1.241 -0.4671
H -12.5893 -16.1631 -14.8790 0.714 0.269 -0.621 0.0582
H -14.0169 -15.4931 -15.8436 0.347 0.852 0.280 0.0457
H -14.1215 -16.2553 -14.2480 -0.716 0.073 0.317 0.0470
C -10.9789 -17.2764 -18.4017 -3.383 -0.786 -0.863 -0.2404
O -12.2195 -17.4380 -18.2707 3.159 0.446 -0.272 -0.1161
N -10.3871 -17.1322 -19.6144 -0.876 -0.582 -0.780 -0.1640
C -11.0741 -17.3020 -20.9443 -0.134 -0.499 0.208 -0.0144
C -9.0324 -16.6716 -19.7168 0.073 0.304 -0.465 -0.0743
H -10.2854 -17.2774 -17.5465 -0.108 0.184 -0.123 0.1519
H -11.0545 -16.4652 -21.6425 0.176 0.917 0.771 0.0781
H -12.1112 -17.6343 -20.8989 -0.002 0.066 0.848 0.0697
H -10.5819 -18.0401 -21.5776 0.468 -0.495 0.588 0.0827
H -8.5493 -16.5649 -18.7456 -0.219 0.209 -0.033 0.0895
H -8.4051 -17.3233 -20.3249 -0.100 -0.194 -0.056 0.0875
H -9.1504 -15.7288 -20.2509 0.848 0.376 0.180 0.0877
C -14.6962 -15.4491 -19.3160 1.035 -0.978 2.254 -0.2402
O -14.6499 -16.3242 -18.4231 0.127 2.395 -1.946 -0.1337
N -13.9055 -14.3482 -19.3160 0.732 0.475 -0.809 -0.1610
C -13.8563 -13.4596 -20.5077 -0.063 -0.307 1.522 -0.0477
C -12.7507 -14.1435 -18.3739 -1.952 -1.079 0.006 -0.0008
H -15.3957 -15.4222 -20.1658 -0.043 -0.484 0.167 0.1468
H -14.4287 -13.8374 -21.3548 -0.025 -0.005 0.201 0.0822
H -12.8042 -13.3483 -20.7699 -0.089 0.083 -0.279 0.0802
H -14.2453 -12.5145 -20.1289 0.031 0.315 -0.669 0.0851
H -12.4874 -13.0965 -18.2231 0.002 -0.019 -0.705 0.0896
H -13.1352 -14.4653 -17.4061 0.434 -0.390 0.006 0.0677
H -11.9580 -14.8019 -18.7292 0.296 0.382 0.322 0.0764
C -15.5833 -21.7245 -18.7326 1.043 0.928 1.030 -0.2592
O -15.3449 -20.6114 -18.2546 -0.886 -2.282 -1.088 -0.1326
N -16.7788 -22.3352 -18.7583 -1.030 -0.701 0.355 -0.1402
C -17.9577 -21.6202 -18.2007 -0.071 -0.125 -2.003 -0.0156
C -16.8794 -23.7021 -19.3451 0.582 -0.301 0.235 -0.0525
H -14.8254 -22.4218 -19.1221 0.413 0.536 -0.114 0.1462
H -18.6922 -21.6868 -19.0034 -0.454 -0.084 0.131 0.0821
H -17.7326 -20.5546 -18.1577 0.373 -0.175 0.515 0.0762
H -18.4278 -22.0010 -17.2941 0.609 -0.220 0.119 0.0826
H -17.1862 -23.8454 -20.3812 -0.660 1.039 -0.134 0.0792
H -15.9079 -24.1919 -19.4108 0.436 0.470 0.488 0.0743
H -17.4529 -24.4293 -18.7701 -0.324 0.559 0.418 0.0832
C -16.5214 -20.1292 -14.9248 2.135 -0.682 -3.544 -0.3212
O -15.5497 -19.9214 -15.6785 -1.799 -0.219 1.654 -0.0408
N -16.6327 -19.8355 -13.6699 -0.540 0.772 3.901 -0.1670
C -17.7026 -20.4495 -12.8421 0.149 1.348 -0.420 -0.0372
C -15.6059 -19.2159 -12.8503 1.708 0.137 -0.573 -0.0385
H -17.4088 -20.7126 -15.2153 -0.080 0.033 -0.664 0.1306
H -17.5838 -21.5154 -12.6478 0.077 0.029 -0.167 0.0891
H -18.6664 -20.1946 -13.2828 -0.082 -0.462 -0.093 0.0864
H -17.6707 -19.8907 -11.9067 -0.087 -0.350 0.109 0.0781
H -14.8387 -18.6809 -13.4100 -0.373 -0.063 -0.790 0.0815
H -15.9351 -18.4758 -12.1210 -0.652 -0.389 0.006 0.0889
H -15.0122 -20.0003 -12.3808 -0.198 -0.111 0.522 0.0959
```
Positions in Å, forces in eV/Å.

For the largest force on an atom, the calculation gives 0.082 hartree/bohr. As for the calculated total energy: -1383.78863 hartree. As for the frontier orbital gap: 7.544 eV. Its energy above the lowest of the compared OMol25 structures with the same formula, charge and spin is 204.0 kJ/mol. The calculation puts the HOMO energy at -6.87 eV. The net charge is 0.